No. 1
Computed, not measured: a single C28H32N4O3 molecule, with ωB97M-V/def2-TZVPD.

XYZ file:
```
67
Properties=species:S:1:pos:R:3:forces:R:3
C 0.23692 0.24940 -3.25086 0.106 -0.070 -0.038
C -0.32003 0.43685 -2.06391 -0.120 -0.158 0.141
C 0.14019 -0.17566 -0.77182 0.035 0.138 0.088
O 0.19909 -1.59099 -0.85313 -0.139 -0.089 -0.240
C 1.09112 -2.18842 0.07326 0.073 -0.113 0.141
C 0.81866 -1.81523 1.51075 -0.183 -0.269 -0.030
C 1.48825 -0.71732 2.02951 0.047 -0.099 0.134
C 1.26523 -0.26104 3.32184 -0.203 -0.397 -0.306
C 0.42083 -0.99767 4.14971 0.109 0.147 -0.154
C -0.23597 -2.10348 3.65103 -0.066 -0.201 -0.226
C -0.08489 -2.50637 2.32465 0.129 0.185 0.190
O -0.77953 -3.62463 1.92544 0.406 0.078 0.153
C -1.73747 -3.45871 0.88964 -0.518 0.117 -0.157
C -2.80433 -2.42233 1.25236 0.254 -0.230 0.056
N -3.85863 -2.40569 0.27047 -0.075 0.089 0.062
C -3.45727 -1.95928 -1.06603 0.124 -0.153 -0.312
C -4.59966 -1.07734 -1.58841 -0.014 -0.090 0.036
C -5.75478 -1.39582 -0.64107 0.077 0.073 0.133
C -5.02152 -1.63166 0.67151 -0.187 -0.056 0.052
N 1.86572 0.90090 3.79969 0.107 0.003 0.581
C 2.24638 1.99312 3.08564 0.162 0.556 -0.158
N 2.57714 3.05907 3.82733 -0.003 -0.120 0.350
C 2.90529 4.15508 3.17067 -0.090 -0.041 -0.154
C 2.88745 4.23790 1.78662 -0.055 -0.204 -0.153
C 2.54874 3.06999 1.10219 0.093 0.453 0.545
N 2.25374 1.95180 1.75618 -0.070 -0.190 -0.013
C 2.48138 2.99649 -0.36519 -0.044 0.116 -0.351
C 1.91059 4.02751 -1.10358 0.071 -0.101 0.205
C 1.80199 3.91634 -2.47849 0.024 0.004 -0.205
C 2.27125 2.78908 -3.12710 0.072 0.077 0.062
C 2.85366 1.75466 -2.40408 -0.005 -0.057 0.062
C 2.94930 1.86363 -1.02612 0.079 0.139 -0.124
C 3.38515 0.54017 -3.12625 0.248 -0.022 -0.006
O 2.51442 0.00203 -4.09242 -0.013 0.126 -0.209
C 1.38356 -0.66921 -3.55984 -0.092 -0.201 0.064
H -0.14602 0.78655 -4.10808 -0.109 0.115 -0.080
H -1.15372 1.11964 -1.97610 -0.087 0.132 -0.072
H 1.13409 0.23017 -0.53686 -0.087 -0.057 0.068
H -0.53320 0.12156 0.04455 0.154 0.006 -0.078
H 0.98833 -3.26558 -0.07758 0.063 0.095 0.032
H 2.12412 -1.89363 -0.17219 -0.106 -0.037 0.016
H 2.19415 -0.18480 1.41693 -0.030 -0.118 -0.080
H 0.26606 -0.69323 5.17479 -0.042 0.044 0.115
H -0.89928 -2.67523 4.28151 -0.082 -0.061 0.063
H -2.20244 -4.44052 0.77994 0.000 0.106 -0.040
H -1.26603 -3.17834 -0.05553 0.007 -0.072 0.080
H -2.31738 -1.43203 1.36484 -0.112 -0.054 -0.009
H -3.24353 -2.69021 2.21820 0.093 0.029 0.015
H -2.50969 -1.40917 -1.04871 0.038 -0.029 0.022
H -3.31985 -2.84288 -1.69699 0.132 0.138 -0.091
H -4.83939 -1.28699 -2.62879 0.026 0.060 -0.051
H -4.33173 -0.02291 -1.50517 -0.003 0.017 -0.026
H -6.48796 -0.59405 -0.57679 -0.061 -0.013 -0.007
H -6.25396 -2.31349 -0.95062 -0.077 -0.031 0.009
H -4.74027 -0.66676 1.13004 -0.010 -0.010 -0.007
H -5.60933 -2.19953 1.39621 -0.014 0.097 0.046
H 1.80193 1.07407 4.79402 0.051 0.030 -0.193
H 3.18192 5.00214 3.78605 0.037 0.099 -0.036
H 3.14785 5.14427 1.26720 0.054 0.086 -0.046
H 1.52967 4.90293 -0.59839 -0.042 0.075 0.059
H 1.34971 4.71560 -3.04686 -0.050 0.061 -0.045
H 2.18973 2.69624 -4.19956 -0.044 -0.001 -0.122
H 3.41728 1.07983 -0.44710 -0.011 -0.142 0.053
H 4.28336 0.82095 -3.68878 -0.061 -0.079 0.143
H 3.66420 -0.23406 -2.39411 -0.005 0.087 -0.060
H 1.66727 -1.25078 -2.67736 0.004 -0.011 -0.064
H 1.07212 -1.36291 -4.34891 0.038 0.000 0.169
```
Positions in Å, forces in eV/Å.

Values from the calculation:
E_tot   -1530.8750 a.u.
SMILES   C1=C\COCc2cc(ccc2OCCN2CCCC2)Nc2nccc(n2)-c2cccc(c2)COC/1
HOMO   -7.803 eV
Orbital gap   0.29814 hartree

=====

No. 2
Computed, not measured: a 2-piece molecular cluster, C6H14N2O2 overall at a distorted geometry, with ωB97M-V/def2-TZVPD.

XYZ file:
```
24
Properties=species:S:1:pos:R:3:forces:R:3
C -2.67547 -2.02094 -0.42280 -2.766 2.550 -2.838
C -1.85070 -0.42448 -2.31420 3.483 -1.150 -1.416
C 1.81830 2.45096 2.00885 -0.861 2.915 0.957
C 2.73392 0.28580 1.18989 2.072 -1.600 0.478
C -1.77751 -0.84286 -0.82546 0.260 0.345 0.229
C 1.60989 0.98785 1.82939 -0.929 -1.076 3.570
N -0.29716 -1.09097 -0.60672 0.729 -1.525 -0.258
N 0.40224 0.64877 1.08853 -0.364 0.684 -0.235
O 0.06359 -2.20642 -0.26843 -1.267 1.748 -0.470
O -0.43071 1.44063 0.69441 -0.352 0.407 0.041
H -2.14374 -2.82615 -0.02888 0.588 -1.103 1.249
H -3.62789 -1.62029 0.07885 1.670 -0.986 -0.111
H -3.06661 -2.34832 -1.43796 0.268 -0.191 1.223
H -2.79154 -0.23183 -2.77295 -1.007 0.455 0.390
H -1.41287 -1.27017 -3.03528 -0.727 1.468 1.711
H -1.12732 0.44803 -2.45171 -1.172 -0.964 0.025
H 1.45135 2.94496 1.08470 0.793 0.101 0.457
H 1.21695 2.93928 2.84229 0.020 -1.027 -1.027
H 2.81649 2.82194 2.36585 -0.406 -0.974 -1.074
H 2.36744 -0.74015 0.89615 0.578 1.236 -0.504
H 3.53615 0.02556 1.97097 -0.900 0.802 -1.131
H 3.16755 0.97050 0.40155 -0.389 -1.344 0.473
H -1.90830 0.12554 -0.26862 -0.153 -1.157 -0.143
H 1.35448 0.55414 2.88585 0.832 0.386 -1.597
```
Positions in Å, forces in eV/Å.

Values from the calculation:
2S+1   3
E_tot   -496.7509 a.u.
⟨S²⟩   2.017
HOMO (alpha / beta)   -7.904 / -8.704 eV
Orbital gap (alpha / beta)   0.30538 / 0.29390 hartree

=====

No. 3
Computed, not measured: a 2-piece molecular cluster, H3N2O2S overall at a distorted geometry, with ωB97M-V/def2-TZVPD.

XYZ file:
```
8
Properties=species:S:1:pos:R:3:forces:R:3
N 0.20021 0.57113 0.23511 3.010 0.470 -0.353
N 2.84295 0.70333 -0.41488 -0.663 -0.577 0.303
O -2.43631 -0.53279 -0.31059 -5.386 0.286 2.413
O 1.54608 -1.58748 -0.02934 0.118 2.162 -0.065
S 1.65685 -0.08759 -0.08550 -0.920 -1.541 0.017
H 0.64125 1.53414 0.19657 -1.515 -0.594 0.125
H -1.54326 -0.38393 -0.17386 3.427 0.874 0.693
H -2.90777 -0.21680 0.58249 1.930 -1.080 -3.133
```
Positions in Å, forces in eV/Å.

Values from the calculation:
E_tot   -659.9404 a.u.
Net charge   -1
HOMO   -4.530 eV
Orbital gap   0.31768 hartree

=====

No. 4
Computed, not measured: a single C3H7NO2 molecule, with ωB97M-V/def2-TZVPD.

XYZ file:
```
13
Properties=species:S:1:pos:R:3:forces:R:3
C -0.85701 1.01623 -1.57435 -0.147 0.103 -0.039
N 0.10047 0.34573 -0.72818 0.160 -0.017 0.235
C -0.15893 -0.34059 0.41070 0.374 0.035 0.058
O -1.46233 -0.58685 0.71755 0.067 -0.184 0.050
C 0.74106 -0.78571 1.31680 -0.025 -0.112 -0.256
O 2.00755 -0.22745 1.39343 0.443 -0.204 -0.271
H -1.08759 0.43506 -2.47904 0.046 0.101 0.208
H -1.78605 1.16259 -1.02028 0.121 0.014 -0.076
H -0.46668 1.99225 -1.88179 -0.116 -0.108 0.058
H 1.08068 0.38877 -0.95486 -0.121 0.039 -0.072
H -1.31921 -0.70421 1.67708 -0.923 -0.102 -0.319
H 0.55712 -1.75583 1.77296 -0.070 0.377 0.481
H 2.65092 -0.93999 1.34996 0.192 0.057 -0.057
```
Positions in Å, forces in eV/Å.

Values from the calculation:
E_tot   -323.6874 a.u.
SMILES   CN/C(O)=C\O
HOMO   -7.130 eV
Orbital gap   0.29316 hartree

=====

Values of energy above the lowest of the compared OMol25 structures with the same formula, charge and spin, in order: 2.392 0.382 1.908 2.546, all in eV.